(1)
ORCA calculation (the ωB97M-V functional and the def2-TZVPD basis) on a molecular structure, C30H30BrF6IrN7O6 in a non-equilibrium geometry.

Results
E, eV: -143483.2057
Maximum force, eV/A: 1.00
ΔE to the lowest compared entry with this formula, charge and spin, kJ/mol: 114.84
⟨S²⟩: 0.7822
Lowest unoccupied orbital energy (alpha / beta), eV: -5.59 / -8.99
Gap between HOMO and LUMO (alpha / beta), eV: 7.47 / 4.07

Structure (ORCA input):
```
! RIJCOSX wB97M-V def2-TZVPD def2/J DEFGRID3
* xyz 2 2
Ir -0.470 -0.246 0.530
C -0.568 3.563 -2.249
N -0.832 3.689 -0.812
C -0.970 5.046 -0.292
C -0.790 2.633 -0.035
O -0.533 1.502 -0.520
C -1.029 2.803 1.470
O -0.949 1.522 2.114
C -2.044 1.177 2.954
C -2.899 0.171 2.187
O -2.433 -0.335 1.129
N -4.117 -0.127 2.584
C -4.711 0.377 3.821
C -4.982 -0.993 1.773
H -1.317 4.139 -2.787
H 0.422 3.957 -2.476
H -0.622 2.520 -2.544
H -1.428 5.658 -1.064
H -1.612 5.077 0.584
H 0.005 5.468 -0.045
H -0.294 3.483 1.908
H -2.025 3.229 1.609
H -1.672 0.742 3.887
H -2.633 2.060 3.205
H -3.970 0.831 4.470
H -5.491 1.103 3.593
H -5.161 -0.463 4.351
H -4.645 -0.993 0.741
H -4.976 -2.009 2.167
H -5.993 -0.597 1.829
C 1.480 0.231 3.996
O 1.444 0.174 2.580
C 2.665 0.100 1.938
C 3.880 0.157 2.604
C 5.057 0.092 1.882
Br 6.699 0.161 2.802
C 5.031 -0.001 0.507
C 3.810 -0.049 -0.166
C 2.627 -0.031 0.548
O 1.439 -0.158 -0.142
C 3.728 -0.043 -1.632
N 2.583 0.061 -2.258
C 2.869 0.165 -3.625
C 2.043 0.352 -4.728
C 2.645 0.430 -5.970
C 4.028 0.328 -6.119
C 4.856 0.156 -5.034
C 4.239 0.083 -3.785
N 4.754 -0.044 -2.499
H 2.005 -0.631 4.408
H 0.443 0.217 4.328
H 1.957 1.150 4.338
H 3.933 0.254 3.676
H 5.962 -0.024 -0.042
H 1.672 -0.185 -1.305
H 0.976 0.429 -4.608
H 2.037 0.570 -6.853
H 4.456 0.394 -7.108
H 5.928 0.086 -5.150
H 5.726 -0.128 -2.262
N -0.298 -1.884 1.625
C -0.590 -2.756 2.312
C -0.935 -3.864 3.113
C -2.164 -4.501 2.879
N -3.189 -4.995 2.711
C -0.082 -4.271 4.145
N 0.607 -4.585 5.014
C -2.242 -2.881 -0.595
C -1.579 -2.017 -1.662
O -0.640 -1.079 -1.217
C -2.659 -1.281 -2.498
F -2.129 -0.435 -3.370
F -3.451 -0.548 -1.687
F -3.445 -2.129 -3.151
C -0.750 -2.971 -2.558
F -0.247 -2.357 -3.612
F -1.493 -3.990 -2.986
F 0.260 -3.469 -1.841
H -2.764 -2.246 0.113
H -1.480 -3.471 -0.087
H -2.962 -3.557 -1.051
*
```

=====

(2)
ORCA calculation (the ωB97M-V functional and the def2-TZVPD basis) on C4H6OS in the gas phase in a non-equilibrium geometry.

Results
E, eV: -17125.2815
Maximum force, eV/A: 3.90
ΔE to the lowest compared entry with this formula, charge and spin, kJ/mol: 274.82
Lowest unoccupied orbital energy, eV: 0.71
Gap between HOMO and LUMO, eV: 10.02
SMILES string: C#C[C@@H](S)CO

Structure (ORCA input):
```
! RIJCOSX wB97M-V def2-TZVPD def2/J DEFGRID3
* xyz 0 1
C -0.788 -1.431 -1.787
C -0.304 -0.630 -1.000
C 0.579 0.124 -0.031
S 1.582 1.416 -0.826
C -0.190 0.747 1.189
O -1.096 -0.271 1.671
H -1.241 -2.165 -2.351
H 1.342 -0.632 0.311
H 1.059 1.213 -2.075
H -0.846 1.557 0.872
H 0.478 1.071 1.952
H -0.574 -0.998 2.076
*
```

=====

(3)
ORCA calculation (the ωB97M-V functional and the def2-TZVPD basis) on C6H11N in the gas phase in a non-equilibrium geometry.

Results
E, eV: -7888.4865
Maximum force, eV/A: 5.82
ΔE to the lowest compared entry with this formula, charge and spin, kJ/mol: 197.30
Lowest unoccupied orbital energy, eV: 1.03
Gap between HOMO and LUMO, eV: 10.49
SMILES string: [H]/N=C(/C=C)C(C)C

Structure (ORCA input):
```
! RIJCOSX wB97M-V def2-TZVPD def2/J DEFGRID3
* xyz 0 1
H 1.103 -2.247 -0.776
N 0.111 -2.027 -0.760
C -0.218 -0.959 -0.218
C -1.853 -0.570 -0.293
C -2.578 0.120 0.574
C 0.418 0.248 0.278
C 0.485 1.384 -0.735
C 2.031 -0.240 0.639
H -2.340 -1.156 -1.065
H -3.660 0.112 0.548
H -2.141 0.733 1.351
H 0.008 0.554 1.239
H 1.161 2.158 -0.375
H 0.858 1.024 -1.692
H -0.501 1.818 -0.883
H 2.577 -0.455 -0.278
H 2.038 -1.102 1.304
H 2.499 0.605 1.140
*
```

=====

(4)
ORCA calculation (the ωB97M-V functional and the def2-TZVPD basis) on 9 unconnected molecules or ions with the total composition C24H71N13O9 in a non-equilibrium geometry.

Results
E, eV: -63834.1701
Maximum force, eV/A: 6.59
ΔE to the lowest compared entry with this formula, charge and spin, kJ/mol: 630.55
Lowest unoccupied orbital energy, eV: 0.18
Gap between HOMO and LUMO, eV: 9.20
SMILES string: COC[C@H](C)N.COC[C@H](C)N.COC[C@H](C)N.COC[C@H](C)N.COC[C@H](C)N.NC(N)=O.NC(N)=O.NC(N)=O.NC(N)=O

Structure (ORCA input):
```
! RIJCOSX wB97M-V def2-TZVPD def2/J DEFGRID3
* xyz 0 1
C -6.416 11.214 0.940
O -5.045 10.827 1.016
C -4.755 9.718 0.140
C -3.284 9.438 0.114
C -2.415 10.699 -0.092
N -2.951 8.568 -1.012
H -7.059 10.357 1.139
H -6.789 11.559 -0.025
H -6.692 11.972 1.672
H -5.393 8.862 0.362
H -5.153 10.063 -0.815
H -2.994 8.925 1.031
H -2.565 11.086 -1.100
H -1.379 10.374 0.008
H -2.565 11.534 0.593
H -3.521 7.746 -0.872
H -2.039 8.135 -0.983
C 5.269 11.282 2.251
O 6.036 10.291 3.016
C 6.130 9.003 2.428
C 4.797 8.319 1.969
C 3.704 8.330 3.002
N 5.011 7.016 1.363
H 5.537 12.288 2.573
H 4.202 11.063 2.304
H 5.549 11.172 1.203
H 6.761 9.121 1.547
H 6.686 8.356 3.106
H 4.567 9.042 1.187
H 2.965 7.643 2.590
H 3.231 9.313 3.000
H 3.895 7.986 4.018
H 4.204 6.701 0.844
H 5.021 6.295 2.070
C 1.244 -7.608 -3.862
O 0.115 -7.369 -3.116
C 0.229 -6.281 -2.162
C -1.098 -5.986 -1.444
C -2.281 -5.806 -2.415
N -1.088 -4.849 -0.573
H 1.621 -6.764 -4.438
H 1.170 -8.462 -4.536
H 2.077 -7.907 -3.226
H 1.036 -6.475 -1.455
H 0.488 -5.336 -2.639
H -1.291 -6.846 -0.803
H -3.185 -5.444 -1.925
H -2.594 -6.780 -2.791
H -1.937 -5.151 -3.215
H -0.518 -4.967 0.252
H -2.042 -4.705 -0.276
C -1.785 -5.516 -8.384
O -2.831 -6.439 -8.206
C -2.669 -7.611 -9.101
C -3.869 -8.598 -8.969
C -4.131 -9.117 -7.564
N -3.597 -9.755 -9.744
H -1.841 -5.113 -9.395
H -0.829 -6.039 -8.375
H -1.781 -4.641 -7.733
H -2.723 -7.264 -10.133
H -1.655 -8.009 -9.044
H -4.772 -8.155 -9.388
H -3.214 -9.193 -6.979
H -4.639 -10.081 -7.557
H -4.780 -8.362 -7.120
H -2.609 -9.954 -9.672
H -3.959 -10.612 -9.350
C 1.588 -8.636 8.519
O 1.655 -7.635 7.554
C 0.920 -7.981 6.349
C 1.141 -6.865 5.283
C 2.526 -6.693 4.666
N 0.878 -5.492 5.814
H 2.061 -9.515 8.081
H 0.538 -8.748 8.786
H 2.040 -8.323 9.460
H 1.170 -8.964 5.950
H -0.150 -8.081 6.534
H 0.400 -7.005 4.497
H 2.652 -5.880 3.951
H 2.622 -7.639 4.133
H 3.228 -6.469 5.470
H 1.646 -5.229 6.415
H 0.069 -5.540 6.418
N 1.505 0.205 0.043
C 1.230 0.849 -1.035
N 0.511 0.026 -1.712
O 1.459 2.059 -1.284
H 1.299 -0.784 0.043
H 2.077 0.618 0.765
H 0.150 -0.801 -1.258
H 0.079 0.320 -2.576
N 3.851 0.596 6.966
C 4.428 0.588 5.805
N 4.875 -0.601 5.548
O 4.367 1.436 4.972
H 3.910 -0.302 7.424
H 3.704 1.386 7.577
H 5.027 -1.289 6.272
H 5.208 -0.798 4.615
N -2.083 1.302 6.505
C -2.562 2.217 7.297
N -3.516 1.727 8.045
O -2.122 3.364 7.316
H -2.425 0.355 6.433
H -1.349 1.556 5.859
H -4.215 2.318 8.471
H -3.767 0.751 7.985
N 0.723 3.617 -7.188
C -0.235 2.847 -7.603
N -0.330 2.677 -8.869
O -0.891 2.269 -6.767
H 0.809 3.627 -6.182
H 1.321 4.081 -7.857
H -1.020 2.064 -9.280
H 0.182 3.314 -9.462
*
```

=====

(5)
ORCA calculation (the ωB97M-V functional and the def2-TZVPD basis) on 2 unconnected molecules or ions with the total composition C11H15N in a non-equilibrium geometry.

Results
E, eV: -13140.2171
Maximum force, eV/A: 1.36
ΔE to the lowest compared entry with this formula, charge and spin, kJ/mol: 55.39
Lowest unoccupied orbital energy, eV: 0.93
Gap between HOMO and LUMO, eV: 8.92
SMILES string: Cc1c[nH]c2ccccc12.CC

Structure (ORCA input):
```
! RIJCOSX wB97M-V def2-TZVPD def2/J DEFGRID3
* xyz 0 1
C -3.171 -0.570 -1.359
C -2.151 -0.294 -0.293
C -2.175 -0.677 1.000
N -1.079 -0.155 1.685
C -0.306 0.501 0.759
C 0.836 1.276 0.917
C 1.407 1.890 -0.178
C 0.711 1.953 -1.393
C -0.463 1.235 -1.567
C -0.938 0.462 -0.503
H -2.686 -1.103 -2.183
H -3.521 0.390 -1.743
H -3.970 -1.240 -1.047
H -3.007 -1.149 1.500
H -0.629 -0.584 2.476
H 1.341 1.291 1.880
H 2.298 2.502 -0.093
H 1.150 2.466 -2.241
H -1.188 1.523 -2.316
C 2.539 -2.089 0.957
C 3.575 -2.057 -0.157
H 1.545 -1.812 0.595
H 2.454 -3.077 1.397
H 2.716 -1.240 1.620
H 4.598 -1.986 0.220
H 3.580 -2.970 -0.758
H 3.364 -1.240 -0.843
*
```

=====

(6)
ORCA calculation (the ωB97M-V functional and the def2-TZVPD basis) on 2 unconnected molecules or ions with the total composition C9H9F3N2O3S2 in a non-equilibrium geometry.

Results
E, eV: -48416.8758
Maximum force, eV/A: 7.30
ΔE to the lowest compared entry with this formula, charge and spin, kJ/mol: 609.70
Lowest unoccupied orbital energy, eV: -1.96
Gap between HOMO and LUMO, eV: 7.51
SMILES string: O=S(=O)(c1ccc2nsnc2c1)C(F)(F)F.CCO

Structure (ORCA input):
```
! RIJCOSX wB97M-V def2-TZVPD def2/J DEFGRID3
* xyz 0 1
O -1.933 -1.242 2.519
S -0.457 -1.328 2.878
O -0.270 -0.711 4.234
C 0.477 -0.342 1.634
C 0.166 1.218 1.596
C 0.851 2.167 0.566
C 1.928 1.629 -0.474
N 2.676 2.346 -1.483
S 3.655 1.110 -2.194
N 3.235 -0.346 -1.396
C 2.239 0.064 -0.425
C 1.499 -0.887 0.614
C 0.075 -3.116 3.006
F 0.017 -3.450 4.398
F 1.401 -3.377 2.601
F -0.901 -3.909 2.371
H -0.588 1.624 2.367
H 0.552 3.271 0.586
H 1.744 -1.996 0.579
C -2.383 1.080 -3.321
C -1.212 0.945 -2.369
O -1.580 0.224 -1.217
H -3.218 1.590 -2.833
H -2.098 1.644 -4.213
H -2.748 0.096 -3.629
H -0.863 1.929 -2.047
H -0.380 0.422 -2.852
H -1.881 -0.652 -1.493
*
```

=====

(7)
ORCA calculation (the ωB97M-V functional and the def2-TZVPD basis) on a molecular structure, C31H21Br2CdN2O.

Results
E, eV: -182166.3443
Maximum force, eV/A: 0.64
ΔE to the lowest compared entry with this formula, charge and spin, kJ/mol: 76.82
Lowest unoccupied orbital energy, eV: 2.38
Gap between HOMO and LUMO, eV: 7.12

Structure (ORCA input):
```
! RIJCOSX wB97M-V def2-TZVPD def2/J DEFGRID3
* xyz -1 1
Cd 1.002 -0.663 -0.312
C -1.254 1.801 0.948
C 0.066 2.457 0.663
C 0.282 3.810 1.000
C 1.486 4.397 0.733
C 2.504 3.655 0.098
C 3.791 4.137 -0.208
Br 4.266 5.948 0.197
C 4.737 3.326 -0.783
C 4.408 2.023 -1.137
Br 5.745 0.913 -1.903
C 3.118 1.477 -0.990
O 2.759 0.355 -1.441
C 2.185 2.317 -0.255
N 1.000 1.746 0.067
H -1.811 2.349 1.707
H -1.109 0.773 1.273
H -1.851 1.766 0.033
H -0.507 4.369 1.485
H 1.668 5.426 1.011
H 5.731 3.699 -0.983
C -5.617 -0.397 2.320
C -4.761 -1.296 2.938
C -3.529 -1.584 2.373
C -3.119 -0.995 1.172
C -3.989 -0.076 0.573
C -5.220 0.214 1.138
C -1.758 -1.291 0.676
C -1.184 -1.079 -0.526
C -1.910 -0.696 -1.740
C -1.433 0.333 -2.564
C -2.116 0.716 -3.706
C -3.266 0.043 -4.094
C -3.703 -1.040 -3.340
C -3.041 -1.401 -2.180
H -6.576 -0.161 2.764
H -5.051 -1.765 3.871
H -2.858 -2.275 2.870
H -3.689 0.429 -0.332
H -5.873 0.934 0.661
H -1.127 -1.721 1.455
H -0.507 0.831 -2.292
H -1.741 1.532 -4.313
H -3.812 0.349 -4.977
H -4.575 -1.599 -3.658
H -3.395 -2.235 -1.586
N 6.178 -5.842 1.590
C 5.386 -5.036 1.367
C 4.385 -4.055 1.096
C 3.279 -4.378 0.309
C 2.316 -3.415 0.057
C 2.394 -2.114 0.574
C 3.517 -1.827 1.358
C 4.502 -2.766 1.617
H 3.197 -5.376 -0.104
H 1.466 -3.697 -0.558
H 3.639 -0.835 1.782
H 5.373 -2.511 2.208
*
```

=====

no.,molar mass (g mol⁻¹)
1,970.722
2,102.158
3,97.161
4,685.914
5,161.248
6,314.310
7,709.742